Molecular formula: C7H11N2O2S
Method: DFT, ωB97M-V with the def2-TZVPD basis set

Calculated values
HOMO level   -13.07 eV
Orbital gap   8.93 eV
Lowest unoccupied orbital energy   -4.140 eV
Energy above the lowest of the compared OMol25 structures with the same formula, charge and spin   5.106 eV
Total charge   +1

Last column: Löwdin charge in e.
CARTESIAN COORDINATES (ANGSTROEM)
C (0.185, -1.478, 0.207)  -0.133
C (-1.071, 0.258, -1.701)  -0.107
C (0.675, 1.279, 1.675)  -0.178
C (-1.195, -1.251, -1.941)  -0.110
C (1.987, 2.007, 1.177)  -0.314
C (0.310, 0.801, 0.326)  -0.503
C (-1.040, 0.785, -0.241)  -0.570
N (-0.377, -1.973, -0.888)  0.063
N (0.711, -2.167, 1.196)  0.151
O (-2.224, 0.550, 0.522)  0.089
O (-1.850, 1.875, 0.034)  0.081
S (1.585, 1.474, -0.555)  1.081
H (-0.132, 0.720, -2.092)  0.084
H (-1.899, 0.868, -2.200)  0.166
H (0.983, 0.371, 2.375)  0.149
H (-0.086, 1.877, 2.230)  0.148
H (-2.303, -1.539, -1.929)  0.153
H (-0.892, -1.291, -3.013)  0.135
H (2.064, 3.115, 1.268)  0.102
H (2.947, 1.567, 1.477)  0.081
H (-0.503, -2.982, -1.061)  0.163
H (1.373, -1.731, 1.971)  0.182
H (0.752, -3.135, 1.163)  0.086

Atomic forces in eV per Å
0.0 2.5 -0.6
-0.5 2.5 0.5
1.5 -1.2 2.3
-0.7 1.9 0.5
0.1 0.3 -0.1
-1.4 -2.3 0.4
-2.4 -0.7 -1.4
-0.8 -1.0 -1.0
1.7 2.7 1.5
1.5 -0.3 0.0
0.2 0.5 -0.2
1.0 0.5 -0.1
-0.6 -0.9 -0.4
0.9 -1.2 0.5
-0.7 1.9 -1.3
0.6 -0.4 -0.7
1.7 0.1 0.5
0.5 -1.2 1.0
-0.4 -0.9 0.0
-0.5 0.1 0.1
0.5 0.4 0.7
-2.2 -0.9 -2.5
0.1 -2.3 0.0


Molecular formula: C3H6O2
Method: DFT, ωB97M-V with the def2-TZVPD basis set

Calculated values
HOMO level   -9.47 eV
Orbital gap   10.16 eV
Lowest unoccupied orbital energy   0.690 eV
Energy above the lowest of the compared OMol25 structures with the same formula, charge and spin   5.013 eV
Total charge   0
Structure (SMILES)   O[C@@H]1C[C@@H]1O

Last column: Löwdin charge in e.
CARTESIAN COORDINATES (ANGSTROEM)
O (0.578, 1.447, 0.471)  -0.018
C (0.551, 0.410, -0.473)  -0.341
C (0.462, -1.035, -0.051)  -0.065
C (-0.645, -0.343, -0.581)  -0.151
O (-1.780, 0.147, 0.673)  -0.158
H (1.328, 1.282, 1.065)  0.116
H (1.071, 0.638, -1.403)  0.149
H (0.428, -1.273, 1.006)  0.126
H (0.946, -1.785, -0.667)  0.113
H (-1.821, -0.224, -0.796)  0.187
H (-1.324, 0.982, 0.920)  0.041

Atomic forces in eV per Å
0.6 -0.2 0.3
1.5 1.2 -0.4
1.6 -1.5 0.5
-8.1 1.4 1.3
2.3 0.2 0.0
-0.3 0.2 -0.2
0.1 0.0 0.2
0.0 0.1 0.0
0.1 0.1 0.0
2.8 -1.0 -1.8
-0.5 -0.4 0.0


Molecular formula: C42H44Br4IrN4O2
Method: DFT, ωB97M-V with the def2-TZVPD basis set

Calculated values
HOMO level (alpha / beta)   -2.62 / -3.96 eV
Orbital gap (alpha / beta)   4.38 / 4.88 eV
⟨S²⟩   6.100
Lowest unoccupied orbital energy (alpha / beta)   1.760 / 0.916 eV
2S+1   5
Total charge   -1

Last column: Löwdin spin population.
CARTESIAN COORDINATES (ANGSTROEM)
Ir (-0.006, -0.248, -0.094)  1.764
C (3.331, -2.265, 4.545)  0.001
C (1.819, -2.229, 4.518)  0.000
C (1.291, -1.193, 3.589)  0.026
C (0.500, -0.135, 3.921)  0.079
C (-0.084, 0.340, 5.257)  0.010
C (-1.463, 0.896, 5.115)  0.003
C (0.230, 0.640, 2.731)  0.038
C (-0.106, 1.971, 2.580)  0.146
C (-0.481, 2.480, 1.317)  0.020
C (-1.019, 3.795, 1.188)  0.025
C (-1.077, 4.955, 2.097)  0.006
C (0.223, 5.216, 2.875)  0.004
C (-1.758, 3.694, 0.077)  -0.008
C (-1.566, 2.403, -0.583)  0.051
C (-2.136, 1.805, -1.711)  0.031
C (-1.588, 0.689, -2.418)  0.075
N (-0.533, -0.113, -1.996)  0.081
C (-0.120, -0.838, -3.101)  0.025
C (1.151, -1.440, -3.182)  0.195
C (2.063, -1.433, -2.093)  -0.022
N (1.681, -1.109, -0.788)  0.183
C (2.735, -1.593, 0.035)  0.082
C (2.753, -1.595, 1.449)  0.007
C (1.679, -1.122, 2.201)  0.130
N (0.869, -0.103, 1.700)  0.109
C (3.821, -2.162, -0.744)  -0.025
C (3.478, -1.990, -2.054)  0.050
C (4.334, -2.347, -3.213)  0.011
C (3.847, -1.881, -4.589)  0.002
C (4.998, -2.781, -0.090)  -0.005
C (5.744, -1.805, 0.845)  -0.001
C (-1.081, -0.680, -4.112)  0.087
C (-2.015, 0.288, -3.684)  0.024
C (-3.185, 0.912, -4.365)  0.001
C (-2.909, 2.302, -4.826)  0.001
C (-0.879, -1.273, -5.459)  0.012
C (-2.155, -1.628, -6.178)  0.001
N (-0.511, 1.736, 0.183)  0.164
C (-2.702, 4.826, -0.355)  -0.001
C (-3.902, 5.238, 0.596)  -0.001
H (3.745, -1.484, 3.893)  0.000
H (3.706, -3.244, 4.207)  0.000
H (3.598, -2.168, 5.608)  0.000
H (1.333, -2.079, 5.485)  0.000
H (1.312, -3.100, 4.147)  0.001
H (0.621, 1.182, 5.560)  0.005
H (-0.063, -0.517, 6.002)  0.000
H (-1.512, 2.019, 5.195)  0.000
H (-2.119, 0.583, 5.946)  0.000
H (-1.858, 0.684, 4.164)  0.000
H (-0.457, 2.528, 3.470)  0.007
H (-1.987, 5.021, 2.782)  0.002
H (-1.268, 5.799, 1.436)  0.000
H (0.694, 4.319, 3.313)  0.002
H (0.077, 5.864, 3.765)  0.000
H (1.003, 5.610, 2.271)  0.000
H (-3.095, 2.157, -2.102)  0.000
H (1.340, -2.077, -4.043)  0.013
H (3.697, -2.023, 1.868)  -0.001
H (4.677, -3.395, -3.221)  0.003
H (5.324, -1.725, -3.139)  0.004
H (3.861, -0.742, -4.553)  0.001
H (2.805, -2.279, -4.921)  0.001
H (4.589, -2.043, -5.416)  0.000
H (5.697, -3.272, -0.778)  0.000
H (4.675, -3.635, 0.520)  -0.002
H (6.779, -1.786, 0.482)  0.000
H (5.754, -2.193, 1.857)  0.000
H (5.292, -0.808, 0.750)  0.001
H (-4.017, 0.999, -3.562)  0.001
H (-3.407, 0.320, -5.283)  0.000
H (-3.157, 2.976, -4.026)  0.000
H (-3.499, 2.545, -5.750)  0.000
H (-1.882, 2.361, -5.189)  0.000
H (-0.283, -2.215, -5.266)  0.002
H (-0.176, -0.608, -5.992)  0.005
H (-1.904, -2.515, -6.808)  0.000
H (-2.582, -0.906, -6.830)  0.000
H (-2.894, -1.936, -5.412)  0.000
H (-3.215, 4.357, -1.297)  0.000
H (-2.053, 5.722, -0.551)  -0.001
H (-3.491, 6.092, 1.257)  0.000
H (-4.382, 4.457, 1.176)  0.000
H (-4.606, 5.645, -0.047)  0.000
Br (-3.190, -6.071, 2.414)  0.002
C (-2.922, -4.274, 1.788)  0.010
C (-3.846, -3.309, 2.223)  0.016
Br (-5.458, -3.923, 3.021)  0.004
C (-3.443, -2.021, 1.964)  0.022
Br (-4.321, -0.587, 2.789)  0.004
C (-2.283, -1.640, 1.259)  0.017
O (-1.968, -0.401, 0.983)  0.221
C (-1.450, -2.729, 0.643)  0.011
O (-0.462, -2.300, -0.138)  0.239
C (-1.817, -4.095, 0.865)  0.023
Br (-0.783, -5.356, 0.039)  0.006

Atomic forces in eV per Å
0.6 1.2 0.2
0.2 -0.8 0.6
-1.5 0.6 -0.4
1.5 0.0 0.1
-1.5 1.3 0.2
2.4 -0.6 0.1
-1.0 1.8 1.8
3.1 -2.7 -0.4
-1.4 0.3 -0.2
2.1 -1.0 1.9
-0.9 -1.1 -0.4
-0.1 0.8 1.1
-0.2 -0.5 1.6
-2.1 1.0 -1.2
1.1 -0.8 -0.5
0.7 0.2 1.3
-0.4 -0.3 1.1
-0.2 1.3 -1.1
-0.4 0.4 1.3
0.5 -0.5 1.2
0.2 -0.7 0.3
3.4 -1.2 -0.9
-0.4 0.5 1.1
0.1 -1.0 -1.9
-1.5 1.5 1.6
-1.0 1.1 -0.5
-1.4 0.8 -0.5
-1.7 -0.1 0.3
2.3 1.1 -1.0
-0.8 0.9 -1.3
0.3 -0.7 0.3
0.7 -0.2 -1.1
-0.2 0.8 -0.2
0.7 -0.5 0.0
-0.9 -1.1 0.5
-0.1 0.7 -1.9
1.2 -0.5 0.7
0.4 -2.2 0.0
-2.4 1.7 -0.4
-0.9 -2.0 -1.3
3.2 0.9 1.0
0.1 -0.2 0.6
0.0 0.4 0.1
0.6 0.3 -0.5
0.5 0.1 0.2
0.4 -1.1 -0.1
-0.7 -1.2 0.3
0.2 1.2 -0.7
0.3 -0.9 -0.1
0.1 -0.2 -0.6
-0.9 -0.6 -1.0
0.5 -0.4 -0.8
1.1 -0.7 -0.6
0.2 0.3 0.0
-0.6 0.1 -0.3
-0.1 0.0 -0.7
0.5 0.6 -0.7
0.6 0.3 0.2
0.1 0.6 0.4
-1.6 0.2 0.0
-0.4 0.2 0.1
-1.4 -1.2 0.3
-0.8 -1.3 0.0
2.2 0.8 0.5
-0.6 -0.5 0.8
-0.2 0.5 -0.3
-0.3 0.1 -0.1
-0.1 0.4 0.4
0.0 0.3 0.3
0.3 -0.3 0.4
0.7 -0.8 -1.8
-0.5 0.2 1.2
0.4 0.8 -0.1
0.1 0.0 1.0
0.2 0.4 0.5
-0.7 0.8 -0.5
-0.4 -0.3 -0.3
-0.6 0.5 0.3
-0.3 0.9 -0.4
0.2 0.1 -0.6
1.1 1.5 1.2
-0.9 -0.7 -0.3
-1.0 -1.5 -0.7
0.4 -0.2 0.1
-1.5 0.9 -1.0
0.2 -0.1 -0.3
0.4 -1.6 -1.1
1.7 -1.6 -0.6
0.2 0.9 0.0
0.3 1.6 0.2
-0.7 0.5 0.1
0.6 -1.3 -1.2
-0.2 -1.2 0.4
-0.7 1.1 -0.1
-1.5 -1.8 1.3
-1.4 3.5 1.9
0.4 -1.0 -0.2